(1)
DFT (ωB97M-V with the def2-TZVPD basis set) results for a gas-phase ion, C9H17N2OS2 (charge +1) at a distorted geometry.

Geometry as XYZ:
```
31
Properties=species:S:1:pos:R:3
S 3.515 -2.912 0.493
C 3.402 -1.290 -0.477
C 2.118 -0.516 0.107
C 2.388 1.016 0.511
C 1.277 2.039 -0.089
C -0.215 1.668 0.382
C -1.224 2.065 -0.826
C -1.967 0.797 -1.485
S -3.807 0.958 -1.086
C -4.039 -0.399 0.169
N -3.491 -0.219 1.476
N -3.817 -1.417 2.082
C -4.546 -2.271 1.191
O -4.709 -1.617 -0.061
H 4.854 -3.211 0.700
H 2.980 -3.918 -0.312
H 3.154 -1.595 -1.557
H 4.374 -0.699 -0.454
H 1.224 -0.592 -0.622
H 1.768 -1.072 1.059
H 3.465 1.371 0.294
H 2.269 1.083 1.659
H 1.358 2.064 -1.242
H 1.498 3.091 0.320
H -0.313 0.581 0.716
H -0.462 2.310 1.307
H -0.717 2.647 -1.668
H -1.997 2.778 -0.349
H -1.524 -0.140 -0.987
H -1.848 0.704 -2.613
H -4.970 -3.308 1.360
```

LUMO energy (Eh): -0.15449
HOMO level (eV): -11.29
Net charge: +1
Energy above the lowest of the compared OMol25 structures with the same formula, charge and spin (kcal per mole): 75.97
DFT total energy (eV): -36294.2052

Here are the natural (NBO) charges for atoms 1 to 4, given in e:
1 S 0.35
2 C -0.49
3 C -0.45
4 C -0.42


(2)
DFT (ωB97M-V with the def2-TZVPD basis set) results for a single C9H17N3O3 molecule at a distorted geometry.

Geometry as XYZ:
```
32
Properties=species:S:1:pos:R:3
C -0.564 3.023 1.756
C -0.194 1.714 1.084
O 0.057 0.659 1.647
N -0.044 1.921 -0.270
C 0.541 1.087 -1.247
C -0.075 -0.361 -1.259
O -0.726 -0.912 -2.448
N 0.089 -1.138 -0.185
C -0.424 -2.403 -0.064
C -1.641 -2.554 0.976
N -1.925 -1.447 1.636
O -2.271 -3.482 1.141
C 2.179 1.032 -1.257
C 2.651 0.337 -0.324
C 2.611 2.438 -1.777
H 0.091 3.893 1.559
H -0.652 2.896 2.659
H -1.679 3.422 1.272
H -0.402 2.975 -0.599
H 0.120 1.493 -2.106
H 0.310 -0.559 0.557
H -1.082 -2.773 -1.131
H 0.242 -3.094 0.279
H -2.529 -1.585 2.640
H -1.222 -0.583 2.063
H 2.387 0.398 -2.250
H 2.450 -0.709 -0.279
H 2.392 0.751 0.745
H 3.914 0.315 -0.504
H 1.958 2.990 -2.362
H 2.496 2.889 -0.760
H 3.569 2.389 -1.880
```

LUMO energy (Eh): 0.00319
HOMO level (eV): -8.76
Energy above the lowest of the compared OMol25 structures with the same formula, charge and spin (kcal per mole): 170.49
SMILES: CC(=O)N[C@H](C(=O)NCC(N)=O)C(C)C
DFT total energy (eV): -20213.9025

Here are the natural (NBO) charges for atoms 1 to 4, given in e:
1 C -0.65
2 C 0.71
3 O -0.66
4 N -0.61


Repeat the second record exactly.
DFT (ωB97M-V with the def2-TZVPD basis set) results for a single C9H17N3O3 molecule at a distorted geometry.

Geometry as XYZ:
```
32
Properties=species:S:1:pos:R:3
C -0.564 3.023 1.756
C -0.194 1.714 1.084
O 0.057 0.659 1.647
N -0.044 1.921 -0.270
C 0.541 1.087 -1.247
C -0.075 -0.361 -1.259
O -0.726 -0.912 -2.448
N 0.089 -1.138 -0.185
C -0.424 -2.403 -0.064
C -1.641 -2.554 0.976
N -1.925 -1.447 1.636
O -2.271 -3.482 1.141
C 2.179 1.032 -1.257
C 2.651 0.337 -0.324
C 2.611 2.438 -1.777
H 0.091 3.893 1.559
H -0.652 2.896 2.659
H -1.679 3.422 1.272
H -0.402 2.975 -0.599
H 0.120 1.493 -2.106
H 0.310 -0.559 0.557
H -1.082 -2.773 -1.131
H 0.242 -3.094 0.279
H -2.529 -1.585 2.640
H -1.222 -0.583 2.063
H 2.387 0.398 -2.250
H 2.450 -0.709 -0.279
H 2.392 0.751 0.745
H 3.914 0.315 -0.504
H 1.958 2.990 -2.362
H 2.496 2.889 -0.760
H 3.569 2.389 -1.880
```

LUMO energy (Eh): 0.00319
HOMO level (eV): -8.76
Energy above the lowest of the compared OMol25 structures with the same formula, charge and spin (kcal per mole): 170.49
SMILES: CC(=O)N[C@H](C(=O)NCC(N)=O)C(C)C
DFT total energy (eV): -20213.9025

Here are the natural (NBO) charges for atoms 1 to 4, given in e:
1 C -0.65
2 C 0.71
3 O -0.66
4 N -0.61